Record 1
100
Properties=species:S:1:pos:R:3 method="wB97M-V/def2-TZVPD" homo_lumo_gap_ev=9.2855 total_charge=0 smiles="CN(C)C=O.CN(C)C=O.CN(C)C=O.CN(C)C=O.CN(C)C=O.BrCCBr.BrCCBr.CCCC#N.CCCC#N"
C -2.750 -5.518 -5.689
H -0.870 -6.799 0.995
H 8.598 -6.360 -2.584
O -8.553 2.945 6.299
H -2.931 -3.002 -5.684
H 10.001 2.127 -2.124
H -3.443 -6.355 -5.601
N -2.605 -5.583 1.198
C 8.720 0.884 -3.281
H 6.979 -6.535 -4.175
Br 2.186 8.214 1.335
H 9.793 2.048 -4.779
H -2.546 -4.943 -4.786
Br 1.594 9.772 -2.330
H -5.715 -0.212 5.415
H -8.944 0.528 6.374
C -3.730 -5.337 -7.952
H 7.664 0.617 -3.296
C -5.667 0.859 5.610
C -1.954 -4.548 1.652
C -4.051 -5.526 1.193
Br 1.745 0.831 1.057
C -7.877 0.314 6.429
H 5.974 -5.433 -0.337
N -6.986 1.388 5.958
H 2.673 -0.173 8.834
C -5.117 7.565 -1.652
H -0.892 -4.791 1.813
H -7.660 -0.581 5.846
H -1.834 -5.958 -6.082
H 0.921 2.069 6.769
H 9.412 0.042 -3.265
H 3.796 8.490 -2.216
O -2.363 -3.412 1.663
H -0.253 0.753 10.359
H 1.257 -0.666 7.828
H -7.110 6.293 -2.520
H 8.981 0.798 -5.365
H -4.071 -4.567 -8.644
C 3.326 8.999 -0.135
H 2.377 0.492 7.223
C 0.464 1.707 -0.134
O -3.902 -2.577 -7.446
H -7.528 3.868 -3.167
C 9.016 1.677 -2.001
H -4.497 5.457 -1.775
H -0.810 0.979 -1.636
O 0.057 3.288 8.266
H -4.651 -4.625 1.316
H 2.553 7.533 -1.554
H -4.401 -6.077 2.066
C 0.674 2.301 7.817
H -2.965 -5.986 -8.379
C -3.406 -3.346 -6.616
C -6.477 5.470 -2.189
C 2.920 8.559 -1.572
C 1.898 0.158 8.143
H -4.440 -5.714 0.193
H -2.396 -7.606 1.465
H -5.787 3.496 -2.840
H 6.545 -4.878 -4.205
H 8.182 -6.232 -0.959
N 7.464 3.795 -1.896
C 5.572 -5.337 -1.358
H 1.465 1.009 10.679
H 0.110 -0.261 -1.319
H 0.844 2.668 -0.480
H 7.986 2.197 -4.917
C -6.508 4.251 -3.152
H 0.428 2.346 10.414
C -5.133 6.213 -2.236
H -0.512 1.747 0.349
H -6.562 3.227 5.513
C -1.953 -6.810 0.867
N -5.048 8.594 -1.154
H 8.456 -4.773 -2.020
C 0.623 1.332 10.066
Br 1.516 1.187 -2.887
H -5.294 1.311 4.691
C 8.827 1.572 -4.614
H 3.209 10.079 -0.049
H -6.801 5.234 -1.176
H 5.294 -6.080 -3.886
H -7.510 0.006 7.408
H -4.571 -6.021 -7.838
N 6.562 -5.615 -2.295
C -7.400 2.657 5.942
N -3.210 -4.673 -6.809
H 4.334 8.651 0.088
C 0.234 0.821 -1.367
H 8.941 1.216 -1.017
H -2.210 -7.147 -0.137
H -6.424 4.467 -4.217
H -4.910 1.085 6.361
C 7.986 -5.751 -1.918
H -4.868 6.341 -3.286
C 8.144 2.863 -1.928
C 6.330 -5.811 -3.683
N 1.097 1.287 8.699
O 4.360 -5.057 -1.580

Record 2
96
Properties=species:S:1:pos:R:3 method="wB97M-V/def2-TZVPD" homo_lumo_gap_ev=1.0131 total_charge=0
H 2.252 1.535 2.796
C -1.575 -0.389 -1.132
C -3.006 1.334 4.498
H -5.286 -1.933 1.710
H -1.815 -0.084 -2.183
H 1.804 4.150 0.563
C 0.916 4.197 -1.468
O -3.167 -1.716 1.447
O -1.866 6.393 0.091
H 2.085 1.679 -3.915
O 3.122 -4.515 -1.006
H 1.641 -7.076 -0.828
H 2.655 -1.638 -0.565
H -0.727 -1.239 1.366
C -4.334 -3.666 0.619
C 0.438 -1.967 -1.152
H -3.527 0.480 4.992
O -4.787 -0.227 -0.070
C 2.424 -0.938 -3.289
C -0.147 -2.190 1.513
H 3.896 1.939 -3.655
C -2.195 0.602 -0.072
H -2.587 5.786 -1.812
C -2.302 6.643 -1.158
H 1.332 -0.773 -3.446
C 2.683 2.705 -2.019
O -0.913 -6.207 -0.652
H 0.517 5.417 0.302
C 1.972 -2.324 -1.120
H -3.351 8.476 -0.542
H -0.777 -2.805 2.202
H -2.020 -1.414 -1.020
H -0.295 6.801 -2.026
C 3.944 -3.828 1.327
C -1.198 7.409 -1.922
H 3.693 -5.877 0.581
P -3.603 -0.198 0.885
C 1.088 -0.393 2.980
O 1.513 -6.980 0.134
C 1.201 -1.783 2.209
H -5.323 -4.160 0.499
C 1.675 0.819 2.156
H -1.923 0.340 2.863
H -1.062 -3.205 -0.124
H 1.758 -0.509 3.875
H 4.242 -0.012 -2.547
H 2.874 -1.058 -4.312
H 2.408 0.481 1.371
H -1.536 7.670 -2.936
C 2.669 -2.320 -2.562
H 1.527 -2.568 2.943
H -3.545 2.285 4.702
H -4.026 -3.170 -0.337
S -0.324 -5.711 2.192
H 4.985 -4.943 -0.217
H -1.993 1.424 4.977
H -0.924 8.340 -1.418
O 1.278 2.876 -1.883
C 3.144 0.226 -2.531
O -3.957 0.714 2.263
C -0.019 -2.852 0.087
C -2.759 1.085 2.962
H -0.180 -2.363 -1.995
H -4.283 -2.987 2.741
H 2.046 -1.665 1.495
H -0.094 4.411 -1.886
C 3.931 -4.872 0.160
H 0.434 0.135 -1.919
H -3.562 -4.415 0.916
H 4.809 -4.056 2.002
H 3.173 2.380 -1.059
P 0.369 -5.800 0.387
C 2.924 1.651 -3.177
C -4.342 -2.529 1.720
H 2.326 -3.139 -3.235
H -4.371 7.030 -0.555
H -2.683 1.429 -0.650
H 3.020 -4.009 1.938
H -1.420 1.047 0.601
N 2.045 -3.769 -0.698
C 0.017 -0.455 -1.074
H 0.389 -0.014 -0.114
H 3.201 3.663 -2.303
H 1.605 5.003 -1.819
C 0.801 4.350 0.099
H -0.015 3.717 0.513
H 0.047 -0.211 3.350
H -1.556 -5.482 -0.661
H 0.850 1.357 1.620
H -2.361 2.048 2.543
H 2.778 0.308 -1.471
H 4.029 -2.770 0.998
C 0.904 -4.093 -0.134
C -3.554 7.541 -1.072
H 3.768 -2.380 -2.367
H -3.915 7.804 -2.077

Record 3
111
Properties=species:S:1:pos:R:3 method="wB97M-V/def2-TZVPD" homo_lumo_gap_ev=6.7566 total_charge=-1
C -2.544 2.295 4.716
C -4.438 11.066 -1.075
H 1.044 -6.439 1.130
Cl 8.412 -3.832 -5.174
C 7.022 -4.894 -1.934
H 8.883 -5.753 -2.519
O -2.101 3.141 2.451
H 7.666 -5.748 -3.800
H 5.624 -1.705 -1.661
H 10.029 -2.496 -6.243
H -4.949 0.043 -0.007
H -1.502 2.603 4.799
H -6.528 -2.202 -3.908
I 0.503 -1.160 -0.559
H 11.739 -4.306 -6.683
C 1.466 2.947 -3.592
Cl -5.279 4.177 1.239
Cl 2.971 -4.403 0.560
C -3.096 -0.993 0.344
C -3.092 2.536 3.295
C -5.691 -2.680 -3.400
Cl -1.800 3.973 -2.058
H 1.880 2.962 -4.597
Cl 3.718 -0.306 1.166
H -2.750 3.963 0.092
H -6.724 -4.547 -3.339
H 0.274 -5.247 6.321
Cl 5.300 -4.902 -2.393
H -7.089 7.375 1.062
O -1.044 -3.089 4.557
H -3.278 6.208 -0.950
Cl 2.509 0.435 -3.357
H -5.174 11.217 -1.861
C -6.619 5.324 1.482
C 2.166 -5.581 -0.493
N -0.324 -0.202 2.882
C -1.988 4.574 -0.384
H -4.751 -0.646 1.657
Cl -4.846 -4.848 -1.966
H 2.869 -5.885 -1.264
C -0.263 -3.624 3.801
H 0.570 3.564 -3.570
H -0.695 -4.178 1.806
C 7.823 -5.886 -2.733
H -4.940 -2.947 -4.139
H -3.467 -1.759 -0.341
H -3.162 2.792 5.467
Cl 6.241 -2.508 0.459
H -4.356 0.824 3.280
H -4.278 13.093 -0.428
H -3.895 11.908 0.830
H 0.681 -0.231 3.052
N 0.685 -4.599 4.322
C 1.649 -6.761 0.286
C -4.264 -0.124 0.828
H -1.654 3.805 2.984
C 9.783 -3.554 -6.278
C -3.501 1.204 2.700
H -2.622 6.305 0.686
C 4.746 -0.336 -0.283
H 0.313 1.158 -3.760
O -2.521 -1.620 1.476
C 5.115 -1.734 -0.698
C -0.169 -3.380 2.340
Cl -4.980 7.420 2.087
Cl 2.656 3.725 -2.509
Cl -6.212 12.277 0.620
H 2.549 -3.663 4.057
H -3.942 3.223 3.376
C 10.971 -4.410 -5.919
H 0.451 -6.519 5.116
H 0.890 -3.478 2.077
H 1.617 -3.019 5.417
H 4.169 0.130 -1.081
H -0.465 0.706 2.441
H -7.463 4.967 0.895
H -1.049 4.403 0.133
H -2.569 1.229 4.950
H 1.045 -7.393 -0.365
Cl -4.664 9.431 -0.407
C -6.183 -3.894 -2.655
C -6.229 6.707 1.032
C -2.397 6.020 -0.339
H -6.895 5.303 2.534
H 5.628 0.268 -0.084
H 0.826 1.506 -2.109
H -5.838 6.688 0.018
Cl 7.416 -7.579 -2.324
Cl 11.703 -3.926 -4.368
C 0.057 -5.511 5.279
H 9.443 -3.804 -7.281
H -2.664 0.525 2.875
H -3.443 11.095 -1.516
H 7.078 -5.086 -0.866
C 1.863 -3.934 4.866
H 2.404 -4.625 5.513
H 10.692 -5.457 -5.840
H 1.329 -5.061 -0.961
Cl 2.969 -7.787 0.920
Cl -4.975 -1.475 -2.303
C -4.549 12.125 -0.010
Cl -1.107 7.121 -0.913
Al -0.768 -1.572 1.705
H 7.398 -3.890 -2.124
H -2.414 -0.297 -0.153
H -6.844 -3.612 -1.839
H 4.238 -2.370 -0.782
N -3.744 1.187 1.260
H -1.020 -5.541 5.130
H -4.389 1.913 0.981
C 1.128 1.548 -3.153

HOMO level for every record listed, in sequence, given in eV: -9.1 -4.1 -5.0.